# 1
# C3H14O4

4 unconnected molecules or ions with the total composition C3H14O4 (ωB97M-V/def2-TZVPD, the Open Molecules 2025 dataset).

Values from the calculation:
SMILES string: CCCO.O.O.O
charge: 0

Last column: Löwdin charge in e.
CARTESIAN COORDINATES (ANGSTROEM)
O  -0.061  1.943  -0.252  -0.082
H  3.838  -0.372  0.516  0.066
C  1.001  1.515  0.592  -0.295
O  -7.056  -0.611  -0.343  -0.065
H  1.217  -1.770  -3.797  0.034
C  2.834  -0.247  0.908  -0.096
H  0.244  2.004  -1.166  0.083
H  -7.001  -0.730  0.614  0.034
H  1.562  2.394  0.914  0.115
C  1.949  0.540  -0.073  -0.250
H  1.407  -0.195  -0.666  0.092
H  -1.382  -0.121  1.018  0.034
H  -1.883  -0.655  2.393  0.043
O  1.618  -1.781  -2.921  -0.059
H  2.587  1.094  -0.767  0.107
H  2.375  -1.226  1.070  0.071
H  0.508  1.072  1.458  0.096
H  2.803  0.230  1.894  0.072
O  -1.153  -0.712  1.756  -0.070
H  -6.902  0.326  -0.500  0.031
H  1.496  -2.699  -2.650  0.038

# 2
# C3H14O4

4 unconnected molecules or ions with the total composition C3H14O4 (ωB97M-V/def2-TZVPD, the Open Molecules 2025 dataset).

Values from the calculation:
SMILES string: CC(C)O.O.O.O
charge: 0

Last column: Löwdin charge in e.
CARTESIAN COORDINATES (ANGSTROEM)
H  1.346  -3.891  -1.854  0.074
H  0.241  4.940  3.099  0.034
O  2.025  3.162  -0.445  -0.065
O  -2.444  1.338  2.399  -0.070
O  1.187  -1.381  -0.354  -0.060
H  -1.041  -0.857  -0.287  0.074
O  -0.296  4.301  2.619  -0.061
H  0.717  -1.611  -2.314  0.122
H  -1.540  1.676  2.363  0.021
C  0.371  -1.984  -1.355  -0.473
H  1.807  2.713  -1.274  0.040
H  -1.367  -0.844  -1.968  0.069
H  0.173  4.205  1.774  0.029
C  -1.100  -1.518  -1.161  -0.037
H  -1.762  -2.330  -0.885  0.069
H  -2.622  1.384  3.350  0.036
C  0.489  -3.498  -1.322  -0.064
H  -0.396  -4.033  -1.619  0.068
H  1.996  4.098  -0.688  0.034
H  1.597  -2.052  0.195  0.074
H  0.617  -3.816  -0.274  0.086

# 3
# C3H14O4

4 unconnected molecules or ions with the total composition C3H14O4 (ωB97M-V/def2-TZVPD, the Open Molecules 2025 dataset).

Values from the calculation:
SMILES string: CO.CO.CO.O
charge: 0

Last column: Löwdin charge in e.
CARTESIAN COORDINATES (ANGSTROEM)
H  0.157  1.068  -0.473  0.037
H  -4.219  2.299  1.473  0.070
H  3.515  1.432  -1.191  0.081
H  2.110  2.372  -2.690  0.070
H  0.992  -3.645  1.105  0.082
O  1.309  -1.668  0.499  -0.129
C  -3.681  1.352  1.588  -0.173
H  3.553  -0.010  -2.311  0.080
H  2.183  -2.066  0.489  0.084
C  2.972  0.818  -1.912  -0.152
H  -4.281  0.660  2.183  0.070
H  -2.780  1.589  2.164  0.074
O  -3.383  0.791  0.315  -0.137
H  -0.237  -2.487  1.699  0.082
O  -0.529  0.646  0.051  -0.036
H  -0.165  -0.223  0.278  0.022
H  2.122  0.360  -1.388  0.049
O  2.554  1.593  -3.041  -0.121
H  -2.420  0.853  0.215  0.017
C  0.449  -2.726  0.887  -0.155
H  -0.222  -3.009  0.063  0.085

# 4
# C3H14O4

6 unconnected molecules or ions with the total composition C3H14O4 (ωB97M-V/def2-TZVPD, the Open Molecules 2025 dataset).

Values from the calculation:
charge: 0

Last column: Löwdin charge in e.
CARTESIAN COORDINATES (ANGSTROEM)
H  -0.282  -1.891  -1.087  -0.028
H  0.731  -0.647  2.653  0.020
H  -1.181  -1.010  -0.103  0.016
C  -0.689  1.329  0.140  -0.099
H  0.032  2.438  -1.470  0.113
H  -0.533  0.851  1.129  0.086
H  2.320  -0.945  -0.620  -0.040
H  2.215  -2.325  -1.589  0.041
H  1.138  -1.248  2.541  0.044
O  1.785  -1.887  -0.821  -0.161
C  -2.202  1.550  -0.145  -0.058
H  -2.668  1.779  0.823  0.087
O  2.945  0.212  -0.349  -0.257
O  -1.710  -0.822  1.474  -0.195
H  -2.537  0.485  -0.403  0.100
H  -1.463  -1.750  1.685  0.019
H  3.942  0.334  -0.533  0.051
H  1.349  1.144  -0.565  0.064
C  0.322  1.642  -0.740  0.187
O  -1.136  -1.498  -1.058  -0.072
H  -2.380  2.258  -0.962  0.083

# 5
# C3H14O5

A molecular structure, C3H14O5 (ωB97M-V/def2-TZVPD, the Open Molecules 2025 dataset).

Values from the calculation:
charge: 0

Last column: Löwdin charge in e.
CARTESIAN COORDINATES (ANGSTROEM)
H  2.601  0.083  -0.174  -0.024
O  0.145  -0.913  -1.879  -0.024
C  -2.294  1.053  -0.075  0.226
H  0.397  0.495  2.632  0.033
H  0.798  -1.023  -1.138  0.037
H  -1.486  -0.299  1.335  0.103
H  -2.156  1.902  0.574  0.115
O  0.525  -0.402  2.309  -0.088
H  2.642  2.003  -0.900  -0.003
O  0.504  1.859  0.039  -0.093
H  -2.876  1.012  -0.990  0.117
H  -1.871  -2.262  0.241  0.126
H  2.738  -1.744  -0.172  -0.006
H  1.270  -0.368  1.683  -0.006
H  -0.391  1.561  -0.020  -0.071
H  -0.635  -1.404  -1.618  -0.038
H  1.385  1.383  -0.170  -0.004
C  -1.902  -0.187  0.341  -0.174
C  -1.975  -1.349  -0.336  0.177
O  2.858  1.111  -0.656  -0.240
O  2.236  -1.049  0.249  -0.281
H  -2.513  -1.460  -1.275  0.119

# 6
# C3H15N2O2

3 unconnected molecules or ions with the total composition C3H15N2O2 (ωB97M-V/def2-TZVPD, the Open Molecules 2025 dataset).

Values from the calculation:
charge: +1

Last column: Löwdin charge in e.
CARTESIAN COORDINATES (ANGSTROEM)
H  0.966  -1.816  -2.383  0.099
O  0.654  3.459  0.153  -0.051
C  -1.941  0.023  1.150  0.010
H  -0.471  1.165  -0.299  0.097
H  -1.574  -1.571  -0.090  0.128
O  0.968  -2.313  2.240  -0.023
H  -2.549  -0.653  1.769  0.102
C  -0.578  0.169  -0.830  -0.133
H  1.561  -0.320  -0.440  0.122
H  1.203  1.057  -1.600  0.121
H  0.326  3.696  -0.729  0.052
N  -1.039  -0.831  0.202  0.066
H  -2.527  0.874  0.812  0.105
H  0.422  -2.776  2.825  0.016
H  1.586  3.588  0.254  0.031
C  0.938  0.002  -1.318  -0.277
H  -0.198  -1.325  0.581  0.149
H  -1.420  0.623  1.890  0.099
N  1.131  -0.785  -2.499  -0.022
H  -1.321  0.567  -1.598  0.163
H  1.783  -2.215  2.744  0.065
H  2.078  -0.619  -2.835  0.081

Orbital gap across the listed records, respectively: 0.393, 0.389, 0.371, 0.138, 0.145, 0.367 Ha.
ΔE to the lowest compared entry with this formula, charge and spin across the listed records, respectively: 100.7, 112.8, 198.4, 1084.7, 685.7, 223.9 kJ/mol.